No. 1
A 6-piece molecular cluster, C48H83FO19 overall, computed with ωB97M-V with the def2-TZVPD basis set.

Properties
Strongest force on any atom ... 0.0175 Eh/bohr
SMILES ... CCCCCCCCCCCCCCCCCCCC[C@@]1(CCF)OC(=O)O[C@@]1(C)CCO.C[C@@H]1COC(=O)O1.C[C@@H]1COC(=O)O1.C[C@@H]1COC(=O)O1.C[C@@H]1COC(=O)O1.C[C@@H]1COC(=O)O1
Energy ... -92744.649 eV

```
151
C48H83FO19, DFT ωB97M-V with the def2-TZVPD basis set
C 0.95387 0.83240 1.60388
C 2.07956 0.62707 0.57870
C 3.46731 0.42245 1.20826
C 4.38329 -0.52604 0.42490
C 4.31285 -2.00204 0.86819
C 5.68772 -2.68032 0.96596
C 6.29370 -2.64538 2.38174
C 7.29364 -1.50228 2.63580
C 6.72047 -0.22881 3.26824
C 5.88321 -0.45399 4.52052
C 5.43047 0.84127 5.20398
C 6.52823 1.64090 5.92150
C 7.41744 0.76809 6.82222
C 8.75380 0.39331 6.18065
C 9.68975 -0.35187 7.13634
C 9.30862 -1.84416 7.14604
C 10.05972 -2.64471 6.06391
C 10.19011 -4.16257 6.30813
C 9.52358 -5.04596 5.22391
C 8.28889 -5.89220 5.60698
C 6.96671 -5.37160 5.01569
C 6.48728 -4.07256 5.64681
C 6.67769 -3.94283 7.13850
F 5.92368 -4.89720 7.81825
O 7.22471 -5.14653 3.58722
C 7.16802 -6.35925 2.98156
O 7.57499 -6.58870 1.89297
O 6.58967 -7.26938 3.80440
C 5.91043 -6.48887 4.83458
C 4.61184 -5.95821 4.17004
C 5.58753 -7.32636 6.04929
C 4.87818 -8.63129 5.69993
O 4.27759 -9.22607 6.83954
H 0.35670 -0.07552 1.71510
H 0.27257 1.62265 1.29785
H 1.35360 1.06750 2.59203
H 1.85188 -0.22437 -0.06718
H 2.11457 1.51197 -0.05720
H 3.96105 1.39174 1.31280
H 3.34640 0.03450 2.22539
H 5.41481 -0.18322 0.54739
H 4.17195 -0.45055 -0.64430
H 3.68225 -2.55504 0.16862
H 3.82000 -2.05115 1.84299
H 5.62758 -3.71661 0.63171
H 6.37674 -2.17640 0.28243
H 6.82313 -3.58515 2.54393
H 5.48497 -2.62360 3.11482
H 8.12660 -1.87341 3.24245
H 7.73041 -1.21784 1.67449
H 6.10795 0.31551 2.54196
H 7.55170 0.43701 3.51704
H 6.43491 -1.07499 5.23628
H 4.98142 -1.01442 4.26394
H 4.94169 1.46264 4.44753
H 4.65649 0.58347 5.93257
H 6.03205 2.39575 6.53465
H 7.13656 2.19133 5.19911
H 6.84488 -0.13509 7.05510
H 7.62418 1.27354 7.76767
H 9.21803 1.31238 5.81173
H 8.59128 -0.25331 5.31436
H 10.71979 -0.25042 6.78809
H 9.64347 0.07103 8.14152
H 9.46303 -2.30860 8.12212
H 8.24162 -1.87984 6.91372
H 11.04374 -2.18762 5.94476
H 9.55246 -2.49342 5.10651
H 11.25224 -4.40825 6.30127
H 9.83990 -4.42435 7.31029
H 9.28619 -4.41916 4.36501
H 10.28065 -5.74534 4.86978
H 8.43855 -6.90590 5.24008
H 8.21628 -5.98499 6.69209
H 7.05603 -3.25437 5.18869
H 5.44057 -3.87778 5.42018
H 7.71289 -4.05402 7.44886
H 6.33172 -2.96129 7.46477
H 4.64703 -4.89052 3.97584
H 3.74377 -6.14726 4.80025
H 4.45868 -6.45998 3.21658
H 4.96373 -6.72465 6.71000
H 6.49010 -7.56059 6.61817
H 5.58895 -9.35378 5.30572
H 4.13031 -8.46572 4.91733
H 3.49134 -8.72275 7.06464
C -3.09938 -0.23361 -2.04831
C -2.46209 1.10617 -2.28856
C -1.40880 1.16098 -3.37040
O -0.55992 2.22588 -2.91302
C -0.66574 2.28387 -1.56434
O 0.04314 2.93443 -0.86234
O -1.67527 1.50385 -1.13277
H -3.75832 -0.48462 -2.87675
H -2.33508 -1.00591 -1.94289
H -3.68405 -0.21195 -1.12954
H -3.21441 1.87742 -2.45008
H -1.80552 1.38993 -4.35517
H -0.81504 0.24411 -3.40927
C -8.07567 4.54823 -3.36351
C -6.82326 4.11994 -4.08083
C -7.02887 3.55249 -5.46728
O -5.89867 2.65777 -5.58579
C -5.55230 2.27171 -4.34768
O -4.76702 1.40642 -4.09677
O -6.20095 2.99703 -3.41460
H -8.47297 5.45269 -3.82639
H -8.83434 3.76579 -3.41134
H -7.86377 4.75750 -2.31540
H -6.08478 4.92766 -4.09952
H -7.01256 4.29389 -6.26072
H -7.94130 2.96587 -5.53753
C -6.33972 9.31023 -5.40758
C -7.10862 8.75272 -6.57429
C -8.61850 8.74733 -6.44349
O -8.98961 7.63187 -7.26636
C -7.94560 6.77439 -7.29312
O -7.98324 5.66896 -7.73206
O -6.85304 7.34050 -6.73654
H -6.46737 10.39148 -5.35994
H -6.68326 8.87179 -4.46974
H -5.27841 9.09128 -5.51375
H -6.81112 9.24186 -7.50600
H -9.10330 9.65011 -6.80357
H -8.93452 8.53982 -5.41818
C -10.80057 -0.28822 -9.08408
C -10.77088 0.93053 -8.20432
C -9.43845 1.64011 -8.08311
O -9.54454 2.24387 -6.78477
C -10.39599 1.49087 -6.04544
O -10.55412 1.63287 -4.87343
O -11.01622 0.58428 -6.81895
H -10.72171 0.00837 -10.12943
H -9.97951 -0.96423 -8.84005
H -11.73755 -0.82554 -8.94952
H -11.55462 1.63246 -8.50029
H -9.27031 2.40816 -8.83296
H -8.59792 0.94209 -8.07295
C -14.89063 3.94239 -6.35242
C -14.66483 3.78565 -7.83205
C -15.90373 3.76181 -8.70502
O -15.47286 2.96625 -9.81805
C -14.49442 2.14086 -9.38174
O -14.03147 1.23995 -10.00351
O -14.10892 2.48976 -8.13316
H -15.21944 4.95789 -6.13137
H -15.64590 3.23991 -5.99865
H -13.96895 3.74858 -5.80530
H -13.95721 4.53587 -8.19755
H -16.22534 4.73931 -9.05304
H -16.73460 3.25022 -8.21357
```


No. 2
A 8-piece molecular cluster, C48H87N3O19P overall at a distorted geometry, computed with ωB97M-V with the def2-TZVPD basis set.

Properties
Strongest force on any atom ... 0.0459 Eh/bohr
Net charge ... -1
Energy ... -103848.060 eV

```
158
C48H87N3O19P, DFT ωB97M-V with the def2-TZVPD basis set
C -0.46736 1.67706 2.28200
C -1.96216 1.29940 2.30664
N -2.23629 -0.05951 1.92092
P -2.55206 -0.50609 0.17637
C -0.89079 -1.49634 0.11012
C 0.19133 -1.07999 -0.89293
C 0.11727 -1.78277 -2.27896
C 0.78244 -3.17205 -2.26302
C -0.20570 -4.32545 -2.04564
O -0.13592 -5.21774 -3.20195
C -0.95480 -6.29020 -3.23424
C -1.57508 -6.82616 -1.96130
O -1.12482 -6.86471 -4.28631
C -4.31239 0.35322 0.26096
C -5.53767 -0.28660 -0.44662
N -5.25311 -1.29196 -1.50714
C -5.29625 -2.68893 -0.98841
C -4.15986 -3.53288 -1.60051
C -6.28797 -1.21951 -2.50799
C -5.82985 -1.37555 -3.95370
O -7.46688 -1.07356 -2.27011
O -1.79240 0.99280 -0.37003
C -1.79872 1.20978 -1.74088
C -3.12562 1.67171 -2.37132
N -2.83613 2.41895 -3.63646
C -3.07197 1.64837 -4.84938
C -1.93535 0.73066 -5.28591
C -0.52692 1.26583 -5.00855
O -2.15945 -0.56398 -4.71566
H -0.16651 1.92636 1.26468
H 0.08351 0.79527 2.61403
H -0.26202 2.48231 2.99230
H -2.24442 1.39089 3.37571
H -2.57031 2.07513 1.81963
H -2.85159 -0.54783 2.54834
H -2.79342 -0.86872 -1.20326
H -3.19940 -1.74510 0.63240
H -1.16870 -2.54041 -0.09866
H -0.44930 -1.52877 1.10140
H 1.15847 -1.42022 -0.51069
H 0.32065 -0.00863 -1.05191
H -0.91613 -1.79632 -2.63532
H 0.68083 -1.14554 -2.97386
H 1.57465 -3.21505 -1.52311
H 1.18838 -3.34810 -3.26416
H 0.07505 -4.88400 -1.15171
H -1.22252 -3.95287 -1.96277
H -0.89811 -7.55185 -1.50810
H -1.84741 -6.07188 -1.22893
H -2.48022 -7.35858 -2.24313
H -4.58161 0.43896 1.31651
H -4.21089 1.38955 -0.06580
H -6.15074 0.51456 -0.86326
H -6.18396 -0.74980 0.30910
H -5.16181 -2.66573 0.09000
H -6.27477 -3.14460 -1.17352
H -4.50006 -4.55960 -1.75355
H -3.83479 -3.08546 -2.53848
H -3.31939 -3.51406 -0.90673
H -6.32320 -0.61874 -4.55917
H -6.18210 -2.35000 -4.30038
H -4.74400 -1.33678 -4.02096
H -1.06884 2.00622 -1.95216
H -1.44734 0.34744 -2.32198
H -3.68608 2.34057 -1.72385
H -3.70820 0.78618 -2.64493
H -3.43639 3.23064 -3.65569
H -3.21302 2.36671 -5.66703
H -3.99698 1.05592 -4.80892
H -2.01696 0.60950 -6.37620
H 0.10760 0.42952 -4.70461
H -0.49953 1.98591 -4.19274
H -0.08120 1.73179 -5.88942
H -1.42259 -1.12390 -4.97409
O 1.54458 -3.14850 1.01068
C 2.57257 -3.71671 1.21205
O 2.63694 -4.91574 1.85330
C 3.99909 -5.35231 1.95651
C 4.73525 -4.59786 0.85897
C 3.96209 -3.28499 0.79096
H 4.37714 -5.11408 2.95448
H 4.02328 -6.43158 1.81946
H 5.80134 -4.48735 1.05509
H 4.61428 -5.12714 -0.08592
H 4.32858 -2.52786 1.48609
H 3.93373 -2.87903 -0.21684
O 3.06002 1.31281 4.39195
C 2.82989 2.47730 4.23217
O 1.89078 3.14412 4.94248
C 1.77875 4.49779 4.46361
C 3.10041 4.78924 3.77047
C 3.47889 3.41256 3.23140
H 0.93130 4.54634 3.77645
H 1.59041 5.15336 5.31184
H 3.02305 5.55801 3.00394
H 3.83788 5.11645 4.50678
H 3.04729 3.22699 2.24842
H 4.55047 3.25509 3.20203
O 3.19784 5.60592 7.92489
C 3.21446 4.54167 8.47582
O 3.47408 4.41832 9.80576
C 3.52263 3.02477 10.17321
C 2.73893 2.30764 9.08489
C 2.99751 3.17559 7.86422
H 4.57006 2.71330 10.20918
H 3.08848 2.90829 11.16417
H 3.03473 1.26812 8.95848
H 1.67568 2.32474 9.31604
H 3.90686 2.88495 7.33369
H 2.15676 3.17408 7.18317
O -0.02009 1.50757 7.81518
C -1.15987 1.44911 7.45531
O -1.68485 2.31867 6.56772
C -3.08913 2.06785 6.39244
C -3.29024 0.62127 6.82078
C -2.22303 0.46411 7.90253
H -3.64823 2.76681 7.01961
H -3.35200 2.23492 5.35076
H -4.30425 0.41281 7.15747
H -3.06822 -0.04337 5.98489
H -2.58204 0.76596 8.88817
H -1.81309 -0.54069 7.95070
O 1.80385 4.53540 -6.52298
C 0.68857 4.95129 -6.41907
O -0.14156 5.08473 -7.48634
C -1.37417 5.70289 -7.08174
C -1.47881 5.44515 -5.58547
C -0.01296 5.43083 -5.16244
H -1.31837 6.76870 -7.31796
H -2.19085 5.26056 -7.64809
H -2.08663 6.18302 -5.06483
H -1.91578 4.46117 -5.40597
H 0.35681 6.42908 -4.92212
H 0.18056 4.75528 -4.33365
O 3.75288 5.54837 0.17232
C 4.72378 4.89094 -0.05627
O 5.22808 4.00129 0.83456
C 6.45331 3.43910 0.33807
C 6.39271 3.62333 -1.17316
C 5.59062 4.91671 -1.30056
H 7.28863 3.97828 0.79127
H 6.50434 2.39421 0.63530
H 7.37566 3.65821 -1.63915
H 5.83541 2.80059 -1.62253
H 6.22724 5.80175 -1.25770
H 4.97381 4.94940 -2.19386
O 3.49880 -5.53889 -2.19873
C 2.95683 -6.24410 -2.99957
O 2.86209 -7.58694 -2.84622
C 2.23629 -8.17260 -4.00242
C 1.44621 -7.04156 -4.64760
C 2.30108 -5.82645 -4.29983
H 3.02118 -8.55996 -4.65711
H 1.60853 -8.99949 -3.67841
H 1.28558 -7.18544 -5.71419
H 0.46970 -6.94807 -4.17102
H 3.08553 -5.64435 -5.03697
H 1.70990 -4.92646 -4.15607
```


No. 3
A 11-piece molecular cluster, C48H94BO32 overall at a distorted geometry, computed with ωB97M-V with the def2-TZVPD basis set.

Properties
Strongest force on any atom ... 0.0494 Eh/bohr
Net charge ... -1
Energy ... -117495.118 eV

```
175
C48H94BO32, DFT ωB97M-V with the def2-TZVPD basis set
C 5.71391 -3.62356 3.79422
C 4.81898 -3.13909 3.14584
C 3.64103 -2.72128 2.19718
C 3.24381 -1.20964 2.44077
C 2.61592 -0.94350 3.87426
C 1.08625 -0.54010 3.86983
C 0.80570 0.96175 3.47352
C -0.52098 1.50288 4.19559
C -1.81199 0.66775 3.79239
C -2.49131 1.17133 2.44495
C -4.00971 0.63476 2.45799
C -4.46629 -0.00350 1.08545
C -4.13892 -1.54348 0.91063
C -4.34768 -2.43820 2.20687
C -2.93155 -3.01472 2.65447
C -2.73805 -4.46179 1.98012
C -3.16010 -5.58681 3.03138
C 2.48248 -0.70684 1.11900
O 3.64437 -0.56254 0.24586
B 4.58811 0.22510 1.07174
O 4.40090 -0.33909 2.45561
H 6.53227 -4.26207 4.19611
H 2.76199 -3.38873 2.42319
H 3.96802 -2.94806 1.14384
H 3.25576 -0.23298 4.47904
H 2.68066 -1.93268 4.43885
H 0.72154 -0.65767 4.94327
H 0.48417 -1.29325 3.27599
H 0.59655 1.08903 2.36696
H 1.63051 1.64532 3.83124
H -0.70972 2.57030 3.85036
H -0.38398 1.57650 5.32015
H -1.62194 -0.43383 3.67810
H -2.59763 0.80304 4.60183
H -2.00644 0.76759 1.51403
H -2.53382 2.30238 2.38283
H -4.17931 -0.00580 3.36338
H -4.64996 1.56350 2.61270
H -5.54907 0.23047 0.86817
H -3.87761 0.53816 0.27515
H -4.86192 -1.93371 0.12403
H -3.10950 -1.71882 0.48063
H -4.93436 -1.95138 3.02988
H -4.95729 -3.33985 1.87965
H -2.08149 -2.38519 2.24105
H -2.78704 -3.09181 3.76551
H -3.32071 -4.57806 1.02750
H -1.64347 -4.56047 1.70650
H -3.58876 -5.09565 3.94695
H -3.94479 -6.29761 2.64577
H -2.25811 -6.19854 3.31548
H 1.91713 -1.57509 0.67397
H 2.04836 0.32748 1.08167
H 4.31386 1.40707 1.23160
H 5.75784 0.15533 0.77420
C 3.76426 -1.26919 -2.44897
O 4.59138 -2.32720 -2.96171
C 3.99999 -3.51678 -2.98752
O 2.86995 -3.75885 -2.62780
O 4.87354 -4.40929 -3.48257
C 4.36681 -5.73993 -3.56626
H 4.34544 -0.34985 -2.47325
H 2.87953 -1.13487 -3.07654
H 3.47813 -1.46805 -1.41169
H 3.50473 -5.78327 -4.23419
H 4.10533 -6.11672 -2.57627
H 5.15568 -6.36842 -3.97790
C 2.96218 2.92319 -7.61982
O 3.32263 2.38839 -6.34721
C 4.53554 1.81826 -6.31309
O 5.30270 1.73200 -7.23954
O 4.74409 1.36318 -5.07348
C 6.00798 0.72514 -4.88625
H 1.96701 3.35595 -7.52670
H 3.65532 3.71120 -7.91780
H 2.92725 2.13580 -8.37383
H 6.82439 1.42418 -5.07401
H 6.09574 -0.15135 -5.52978
H 6.06561 0.39760 -3.84960
C 10.12889 -3.31516 5.90883
O 11.15945 -4.30485 5.91658
C 10.71676 -5.55933 5.77221
O 9.56772 -5.89475 5.64317
O 11.77798 -6.37983 5.79651
C 11.45155 -7.76032 5.65157
H 10.60199 -2.34219 6.03242
H 9.59523 -3.32151 4.95759
H 9.43860 -3.47159 6.73892
H 10.96991 -7.94343 4.68990
H 10.81314 -8.09342 6.47132
H 12.38241 -8.32504 5.68590
C -0.64729 7.46300 1.50208
O -0.60836 6.22541 0.79617
C 0.59629 5.63247 0.79238
O 1.59457 6.05590 1.31912
O 0.49715 4.49302 0.10563
C 1.72106 3.75301 0.02150
H -1.66454 7.84771 1.43818
H -0.39794 7.31467 2.55395
H 0.02747 8.18877 1.04505
H 2.06422 3.46108 1.01498
H 2.48668 4.33283 -0.49558
H 1.52689 2.84965 -0.55439
C 1.32640 -5.57415 -1.26605
O 1.28281 -6.87425 -1.86937
C 0.15737 -7.55393 -1.63636
O -0.78230 -7.17237 -0.98563
O 0.25334 -8.74330 -2.25588
C -0.88776 -9.58040 -2.09072
H 2.28037 -5.11898 -1.52238
H 0.52787 -4.94218 -1.65587
H 1.26063 -5.65316 -0.17866
H -1.77647 -9.10845 -2.51296
H -1.04226 -9.81802 -1.03696
H -0.69827 -10.50753 -2.63069
C -5.73249 -0.30467 -3.58251
O -7.11336 0.03885 -3.70855
C -7.78415 0.04640 -2.54995
O -7.32442 -0.20405 -1.46561
O -9.05581 0.38143 -2.80695
C -9.89267 0.42983 -1.65137
H -5.29360 -0.27842 -4.57882
H -5.21102 0.41932 -2.95457
H -5.62153 -1.31289 -3.18096
H -9.53538 1.18324 -0.94746
H -9.94564 -0.54956 -1.17309
H -10.89272 0.70970 -1.97967
C 3.41806 3.45375 -13.29695
O 2.03167 3.78881 -13.35514
C 1.42142 3.80731 -12.16308
O 1.93758 3.57231 -11.10103
O 0.13667 4.13281 -12.35902
C -0.64081 4.19053 -11.16369
H 3.80443 3.46996 -14.31512
H 3.96727 4.18784 -12.70570
H 3.55519 2.45105 -12.88972
H -0.25225 4.95384 -10.48792
H -0.66423 3.21691 -10.67201
H -1.65769 4.46145 -11.44413
C -6.60135 3.25248 0.02090
O -7.50645 4.34328 0.19616
C -7.61303 4.76740 1.45916
O -7.02543 4.31448 2.40983
O -8.48712 5.78293 1.48406
C -8.70229 6.33879 2.77910
H -6.59367 2.99139 -1.03650
H -5.58988 3.54052 0.31178
H -6.93333 2.38172 0.58846
H -7.77497 6.75038 3.18088
H -9.11625 5.58980 3.45561
H -9.42403 7.14786 2.67531
C 4.70763 6.02991 1.13574
O 5.01871 5.48028 2.41466
C 6.22050 4.89454 2.48270
O 7.01762 4.80641 1.58372
O 6.38189 4.42228 3.72640
C 7.62742 3.76422 3.94340
H 3.71525 6.47535 1.19636
H 5.42228 6.81081 0.86695
H 4.68889 5.24686 0.37595
H 8.45969 4.45355 3.78841
H 7.72121 2.89395 3.29223
H 7.64585 3.42566 4.97864
C -12.31007 0.24704 2.88441
O -11.19037 0.35864 3.75976
C -10.37056 1.38167 3.47633
O -10.51173 2.17213 2.57611
O -9.37244 1.37109 4.36396
C -8.41440 2.41674 4.17947
H -12.89843 -0.61033 3.20869
H -12.93556 1.13922 2.94298
H -11.98121 0.07396 1.85842
H -8.88534 3.39379 4.29027
H -7.93321 2.33000 3.20737
H -7.65368 2.31058 4.95147
```


| no. | HOMO (eV) | frontier orbital gap (Eh) | E_LUMO (eV) |
| --- | --- | --- | --- |
| 1 | -10.0 | 0.3737 | 0.2 |
| 2 | -3.8 | 0.2136 | 2.0 |
| 3 | -4.2 | 0.2144 | 1.7 |